[1]
{"formula": "C3H6N4O2", "method": "ωB97M-V/def2-TZVPD", "species": ["C", "C", "C", "H", "H", "H", "H", "H", "H", "N", "N", "N", "N", "O", "O"], "coordinates": [[-1.616, 0.266, -0.414], [-0.166, 0.445, -0.194], [0.558, -0.740, -0.129], [-3.242, -0.559, 0.261], [-1.845, -1.519, 0.925], [-0.030, -1.562, 0.141], [2.374, -1.989, 0.047], [2.128, 1.078, -0.444], [0.770, 1.731, 1.578], [-2.284, -0.978, 0.153], [1.896, -0.952, 0.011], [0.501, 1.640, -0.506], [0.857, 2.289, 0.605], [-2.464, 0.942, -1.007], [2.564, -0.092, -1.028]], "mulliken_charge": [0.678, 0.158, -0.366, 0.265, 0.211, 0.397, 0.308, 0.498, 0.323, -0.533, -0.279, -0.285, -0.294, -0.581, -0.500], "e_homo_ev": -9.206, "relative_energy_kj_mol": 797.2}

[2]
{"formula": "C41H38N2O26PS", "method": "ωB97M-V/def2-TZVPD", "species": ["C", "O", "C", "C", "C", "C", "C", "C", "N", "N", "S", "C", "C", "C", "O", "O", "C", "P", "O", "O", "O", "H", "H", "H", "H", "H", "H", "H", "H", "H", "H", "H", "H", "H", "H", "H", "H", "H", "H", "C", "C", "C", "O", "C", "C", "C", "O", "O", "O", "H", "H", "H", "H", "C", "C", "C", "O", "C", "C", "C", "O", "O", "O", "H", "H", "H", "H", "C", "C", "C", "O", "C", "C", "C", "O", "O", "O", "H", "H", "H", "H", "C", "C", "C", "O", "C", "C", "C", "O", "O", "O", "H", "H", "H", "H", "C", "C", "C", "O", "C", "C", "C", "O", "O", "O", "H", "H", "H", "H"], "coordinates": [[1.998, 1.246, -2.846], [1.463, 2.219, -1.872], [1.142, 3.492, -2.568], [-0.413, 3.322, -3.161], [-1.286, 4.686, -2.915], [-2.861, 4.447, -2.528], [-3.533, 3.103, -3.254], [-4.055, 3.297, -4.785], [-4.690, 2.149, -5.476], [-4.804, 0.981, -4.805], [-5.565, -0.312, -5.778], [-4.435, 0.524, -3.430], [-4.752, -1.013, -2.860], [-6.374, -1.193, -2.491], [-6.743, -2.355, -1.881], [-7.385, -0.134, -2.813], [-3.669, 1.663, -2.473], [-3.042, 1.321, -0.703], [-2.191, -0.046, -0.601], [-1.971, 2.562, -0.059], [-4.354, 1.100, 0.474], [1.954, 0.173, -2.344], [1.288, 1.180, -3.792], [3.100, 1.481, -3.194], [1.230, 4.384, -1.809], [1.933, 3.667, -3.415], [-0.864, 2.386, -2.622], [-0.293, 3.176, -4.331], [-0.775, 5.271, -2.015], [-1.223, 5.419, -3.856], [-3.099, 4.507, -1.372], [-3.458, 5.365, -3.007], [-3.932, 4.334, -5.343], [-4.530, -0.669, -6.686], [-4.193, -1.190, -1.820], [-4.378, -1.858, -3.575], [-8.054, -0.611, -3.422], [-1.097, 2.095, 0.185], [-4.497, 2.046, 0.830], [-0.696, -5.910, -1.173], [-1.835, -5.293, -0.853], [-1.978, -3.816, -0.982], [-3.043, -3.280, -0.698], [-0.812, -3.049, -1.448], [0.328, -3.666, -1.764], [0.462, -5.145, -1.662], [1.517, -5.685, -1.977], [1.428, -2.950, -2.201], [-2.926, -6.005, -0.390], [-0.579, -6.982, -1.086], [-0.924, -1.975, -1.520], [2.126, -3.621, -2.366], [-3.626, -5.335, -0.230], [-1.168, 8.275, -1.417], [-0.311, 9.240, -1.077], [-0.445, 10.621, -1.617], [0.346, 11.491, -1.271], [-1.540, 10.887, -2.564], [-2.395, 9.921, -2.906], [-2.277, 8.548, -2.345], [-3.089, 7.686, -2.665], [-3.424, 10.164, -3.797], [0.735, 8.990, -0.207], [-1.083, 7.268, -1.030], [-1.616, 11.890, -2.962], [-3.903, 9.310, -3.881], [1.211, 9.845, -0.119], [-0.743, -8.183, 3.827], [-0.711, -7.706, 2.581], [0.478, -7.902, 1.707], [0.471, -7.469, 0.561], [1.635, -8.618, 2.268], [1.604, -9.092, 3.515], [0.404, -8.920, 4.379], [0.399, -9.383, 5.515], [2.689, -9.763, 4.050], [-1.785, -7.011, 2.056], [-1.602, -8.050, 4.472], [2.500, -8.738, 1.629], [2.421, -10.007, 4.963], [-1.519, -6.772, 1.141], [3.037, 0.406, 3.601], [2.395, 0.552, 4.762], [0.951, 0.913, 4.808], [0.384, 1.021, 5.889], [0.255, 1.133, 3.530], [0.898, 0.991, 2.370], [2.334, 0.603, 2.324], [2.893, 0.462, 1.241], [0.250, 1.199, 1.166], [3.049, 0.371, 5.967], [4.086, 0.142, 3.553], [-0.790, 1.413, 3.579], [0.927, 1.034, 0.474], [2.371, 0.531, 6.659], [8.029, -1.699, 4.918], [8.455, -2.767, 4.242], [7.497, -3.768, 3.694], [7.917, -4.730, 3.060], [6.063, -3.559, 3.945], [5.638, -2.492, 4.624], [6.593, -1.477, 5.148], [6.171, -0.498, 5.753], [4.291, -2.291, 4.866], [9.803, -2.983, 4.024], [8.713, -0.962, 5.320], [5.379, -4.303, 3.557], [4.240, -1.451, 5.374], [9.853, -3.819, 3.511]], "mulliken_charge": [-0.552, -0.237, -0.513, -0.081, 0.060, -0.515, 0.302, -0.315, -0.868, 0.592, -0.148, 0.391, -0.469, 0.531, -0.487, -0.442, 0.250, 0.866, -0.500, -0.330, -0.544, 0.108, 0.272, 0.281, 0.249, 0.305, -0.093, 0.313, -0.304, 0.255, 0.300, 0.378, 0.394, 0.230, -0.073, 0.479, 0.374, 0.426, 0.339, -0.461, 0.020, 0.879, -0.672, -0.957, 0.278, 0.924, -0.626, -0.512, -0.562, 0.430, 0.640, 0.343, 0.331, -0.767, 0.323, 0.782, -0.584, -0.805, 0.343, 0.859, -0.605, -0.567, -0.560, 0.449, 0.427, 0.335, 0.357, -0.802, 0.316, 0.865, -0.420, -1.048, 0.315, 0.923, -0.599, -0.561, -0.564, 0.444, 0.465, 0.351, 0.278, -0.494, 0.050, 0.644, -0.595, -0.643, -0.116, 1.075, -0.617, -0.282, -0.566, 0.466, 0.473, 0.073, 0.342, -1.001, 0.385, 0.880, -0.605, -0.803, 0.432, 0.943, -0.562, -0.595, -0.559, 0.416, 0.459, 0.217, 0.349], "e_homo_ev": -10.967, "relative_energy_kj_mol": 1033.1, "total_charge": 1}

Computed LUMO level (eV) in order:
-1.158, -5.346